Entry 1:
The following is a quantum chemistry calculation of a structure of composition C8H9CdO8P, from the Open Molecules 2025 dataset.

Atoms and positions in Å:
O: 0.0793 3.2388 -3.0993
C: 0.0793 2.1711 -2.7153
Cd: 0.0793 -0.5525 -1.7358
O: 0.0790 -1.6708 -4.5853
C: 0.0793 -1.2124 -3.5286
C: 0.0794 -2.2793 -1.1146
O: 0.0795 -3.3690 -0.7226
C: -1.8310 -0.5660 -1.7308
O: -2.9805 -0.6354 -1.7055
C: 1.9897 -0.5662 -1.7305
O: 3.1391 -0.6357 -1.7054
C: 1.5268 -0.4751 2.6979
O: 0.5574 0.4683 2.3150
P: 0.1864 0.1550 0.6815
O: -1.4898 0.1508 1.0132
C: -1.8266 -1.0748 1.6164
O: 0.9771 1.5995 0.2382
C: 0.0878 2.6693 0.4544
H: 2.4688 -0.3411 2.1196
H: 1.1417 -1.5163 2.6133
H: 1.7756 -0.3083 3.7654
H: -1.5725 -1.9405 0.9717
H: -1.3757 -1.1700 2.6274
H: -2.9263 -1.0995 1.7546
H: -0.8584 2.5441 -0.1170
H: -0.1112 2.8170 1.5383
H: 0.5667 3.5986 0.0844

**Total charge**: +2
**Gap between HOMO and LUMO**: 7.8163 eV
**HOMO energy**: -17.24 eV
**LUMO**: -0.3462 Eh

---

Entry 2:
The following is a quantum chemistry calculation of the ion C6H10N with charge +1, from the Open Molecules 2025 dataset.

Atoms and positions in Å:
N: 0.0657 -0.9009 -1.7811
C: 0.0894 -0.0542 -0.5401
C: -0.9252 1.0647 -0.5511
C: -1.6524 0.6263 0.4779
C: -0.6466 -0.5601 0.7482
C: 0.6205 -0.1185 1.5391
C: 1.3199 0.4494 0.2576
H: 0.9124 -0.6200 -2.2742
H: -0.7175 -0.6053 -2.3741
H: -0.0881 -1.8497 -1.4667
H: -0.9232 1.9486 -1.1699
H: -2.4388 0.8192 1.1695
H: -1.1497 -1.4175 0.9547
H: 1.2206 -0.9058 2.0173
H: 0.6675 0.6143 2.4317
H: 1.4614 1.5591 0.4639
H: 2.1840 -0.0495 0.0975

**Total charge**: +1
**Relative energy (zero: lowest compared OMol25 entry of this formula, charge and spin)**: 223.9 kJ/mol
**Gap between HOMO and LUMO**: 10.3773 eV
**HOMO energy**: -14.07 eV
**LUMO**: -0.1356 Eh

---

Entry 3:
The following is a quantum chemistry calculation of a structure of composition C22H12Cl2Co2O8S, from the Open Molecules 2025 dataset.

Atoms and positions in Å:
Cl: -9.1760 -0.0318 0.9766
C: -7.4885 -0.0202 0.6245
C: -6.7773 -1.2242 0.5646
C: -5.4194 -1.2155 0.2126
C: -4.8011 -0.0148 -0.0994
S: -3.1019 -0.0113 -0.7667
C: -1.2023 0.0531 0.9361
Cl: -1.6254 -1.0368 2.3070
O: -3.0023 -1.2799 -1.4838
O: -2.8810 1.2208 -1.5039
C: -5.4773 1.1876 0.0158
C: -6.8309 1.1911 0.3800
H: -7.2906 -2.1558 0.7837
H: -4.8652 -2.1497 0.1986
H: -2.0022 0.8542 1.0594
H: -4.9661 2.1288 -0.1658
H: -7.3846 2.1209 0.4637
O: 5.2845 0.8159 -2.9826
C: 4.2696 1.0064 -2.4900
Co: 2.6993 1.4175 -1.7428
C: 3.4699 2.5514 -0.5894
O: 3.9843 3.2742 0.1372
C: 1.9707 2.7272 -2.6745
O: 1.5003 3.5626 -3.3123
C: 2.0838 0.0481 0.0080
C: 3.0478 0.0132 1.0775
C: 4.4457 0.0712 0.8769
C: 5.3608 -0.1590 1.9234
C: 4.8803 -0.4080 3.2185
C: 3.4941 -0.4613 3.4431
C: 2.6102 -0.2650 2.3786
C: 0.8843 -0.5940 -0.1389
C: -0.4900 -0.6152 -0.0321
Co: 1.9276 -0.9956 -1.5241
C: 3.5238 -1.6834 -1.8182
O: 4.5521 -2.1360 -2.1246
C: 1.7435 0.0360 -3.0826
O: 1.4003 0.0400 -4.2032
C: 1.1043 -2.4977 -1.8118
O: 0.6032 -3.5238 -2.0091
H: 4.8562 0.2303 -0.1260
H: 6.4525 -0.1496 1.7386
H: 5.5693 -0.5902 4.0603
H: 3.0976 -0.6614 4.4443
H: 1.5393 -0.3574 2.5330
H: -1.0057 -1.3407 -0.6644
H: -0.5675 1.0277 0.9842

**Total charge**: -2
**Relative energy (zero: lowest compared OMol25 entry of this formula, charge and spin)**: 122.0 kJ/mol
**Gap between HOMO and LUMO**: 4.4744 eV
**HOMO energy**: -0.43 eV
**LUMO**: 0.1488 Eh

---

Entry 4:
The following is a quantum chemistry calculation of a structure of composition C13H21CaN6O7, from the Open Molecules 2025 dataset.

Atoms and positions in Å:
Ca: 0.3367 15.1095 -25.7830
O: -2.2689 18.4861 -21.9659
C: -1.5811 17.7336 -22.8166
O: -1.5963 16.5318 -22.6279
O: -0.7907 18.1366 -23.6785
H: -2.6886 17.7832 -21.4644
C: -1.1301 18.9519 -16.7608
O: -1.2692 18.7216 -15.5681
N: 0.0444 18.8526 -17.3235
N: -2.0516 19.4146 -17.5013
H: 0.6972 18.3424 -16.7459
H: 0.2660 19.0127 -18.2958
H: -2.9135 19.5837 -17.0027
H: -1.8660 19.7840 -18.4228
C: -2.5896 20.2865 -29.9952
O: -1.5306 19.8155 -30.4720
N: -3.5523 20.8181 -30.6653
N: -2.8125 20.2954 -28.6679
H: -3.6132 20.9879 -31.6591
H: -4.2639 21.2380 -30.0844
H: -2.2119 19.8250 -28.0060
H: -3.6024 20.8199 -28.3202
C: 4.8224 22.3159 -22.5684
C: 3.8877 21.6700 -23.3269
C: 4.1241 21.2928 -24.6460
C: 5.4075 21.4300 -25.2004
C: 6.4204 22.0236 -24.4264
C: 6.0305 22.5643 -23.2037
O: 6.9756 23.2204 -22.4249
O: 3.1814 20.6590 -25.3939
H: 4.6463 22.6428 -21.5543
H: 2.9454 21.4744 -22.8369
H: 5.6138 20.8610 -26.0949
H: 7.4353 22.0897 -24.7897
H: 7.3700 23.8218 -23.0607
H: 2.4388 20.4963 -24.8077
C: -6.5358 14.8490 -22.9790
C: -7.8714 14.4003 -22.3462
N: -8.8712 14.0375 -21.9097
H: -5.7874 14.9676 -22.1954
H: -6.7076 15.8170 -23.4497
H: -6.0780 14.1854 -23.7126
C: -3.3040 13.9359 -17.4081
C: -4.3986 13.2841 -16.7303
N: -5.3450 12.7512 -16.2642
H: -2.7049 14.6496 -16.8425
H: -3.6512 14.4793 -18.2869
H: -2.5715 13.1612 -17.6347

**Total charge**: +1
**Gap between HOMO and LUMO**: 1.7900 eV
**HOMO energy**: -9.94 eV
**LUMO**: -0.2994 Eh